Entry 1:
# C5H11N3

A single C5H11N3 molecule at a distorted geometry (ωB97M-V/def2-TZVPD, the OMol25 dataset).

Cartesian coordinates (Å):
C (-0.278929, 0.736911, 0.473825)
C (-1.439319, 0.012700, -0.177148)
C (0.552638, -1.347424, -0.129475)
C (0.879401, 0.171036, -0.349602)
C (1.055748, 1.581112, 0.237052)
H (-0.432715, 1.113736, 2.456998)
H (-0.836327, -0.464168, 2.033761)
H (-2.304183, -0.086742, 0.462062)
H (-1.685485, 0.501180, -1.137266)
H (-1.469110, -2.013283, 0.089013)
H (0.660770, -1.628927, 0.920518)
H (1.107739, -2.106219, -0.739810)
H (1.590890, 0.508870, -2.236043)
H (0.170599, -0.389678, -2.189456)
H (1.163211, 2.445640, -0.421829)
H (1.651460, 1.626889, 1.136534)
N (-0.180653, 0.319044, 1.850267)
N (-0.893533, -1.389935, -0.498563)
N (0.687798, 0.409259, -1.780838)

Cartesian forces, eV/Å:
0.856 0.482 0.173
0.091 0.822 -2.183
1.215 -0.880 0.992
-0.475 -0.738 -1.446
-0.869 -1.591 0.467
0.088 -0.769 -0.334
0.622 0.883 0.078
-0.303 0.271 0.090
-0.282 -0.299 0.535
1.029 0.012 -0.454
0.356 0.019 -0.115
-0.267 0.999 0.300
-0.236 -0.111 0.075
0.597 0.733 0.066
-0.150 -0.728 -0.143
-0.351 0.274 0.281
-0.498 -0.187 1.309
-0.830 1.251 0.796
-0.592 -0.442 -0.487

As for the energy above the lowest of the compared OMol25 structures with the same formula, charge and spin: 93.18 kcal per mole. The calculation puts the total energy at -9829.866 eV. As for the frontier orbital gap: 0.3270 Ha.



Entry 2:
# C70H114BaN16O4

A molecular structure, C70H114BaN16O4 at a distorted geometry (ωB97M-V/def2-TZVPD, the OMol25 dataset).

Cartesian coordinates (Å):
Ba (-4.020792, -0.333317, -2.669024)
C (-0.870338, -0.135310, 1.496888)
C (0.599044, 0.042111, 1.738348)
C (1.624099, 0.232181, 0.478890)
O (2.818985, 0.467041, 0.717246)
C (1.060411, 0.096046, -0.858344)
C (-0.259987, -0.043226, -0.994667)
C (-1.295085, -0.192397, 0.183813)
O (-2.609133, -0.341349, 0.012154)
O (-0.716185, -0.116588, -2.203218)
O (1.084173, 0.041831, 2.895040)
H (-1.584351, -0.251797, 2.298776)
H (1.701362, 0.268511, -1.710314)
C (-0.258846, 3.010049, 5.570533)
C (-0.868469, 1.871005, 4.761892)
C (-0.759325, 0.499568, 5.446831)
C (-1.118158, 0.565637, 6.858913)
N (-1.358136, 0.635638, 8.010662)
H (-0.542199, 2.992474, 6.622914)
H (-0.572745, 3.954502, 5.126045)
H (0.827553, 3.029538, 5.484244)
H (-0.308330, 1.727873, 3.837848)
H (-1.903023, 2.117570, 4.523128)
H (0.271852, 0.156145, 5.364168)
H (-1.394375, -0.230396, 4.944870)
C (-3.462371, 3.049139, 1.362875)
C (-4.779796, 3.068810, 2.192001)
C (-5.800966, 1.949246, 1.774887)
C (-5.832972, 1.568097, 0.390598)
N (-5.796117, 1.209518, -0.712556)
H (-3.490591, 3.334841, 0.311357)
H (-2.932673, 2.096570, 1.374301)
H (-2.802152, 3.777891, 1.833108)
H (-5.236772, 4.044984, 2.029701)
H (-4.622042, 2.933358, 3.261989)
H (-6.806620, 2.270865, 2.045661)
H (-5.473556, 1.053775, 2.303120)
C (7.567113, 3.003977, 0.992561)
C (7.326608, 1.453290, 0.668728)
C (8.526667, 0.544152, 1.030750)
C (9.778777, 1.014096, 0.361734)
N (10.775994, 1.310061, -0.173470)
H (7.719400, 3.183524, 2.056841)
H (6.686170, 3.591653, 0.734341)
H (8.433891, 3.428642, 0.486160)
H (7.165794, 1.285827, -0.396260)
H (6.430038, 1.099464, 1.177702)
H (8.428435, -0.529711, 0.871758)
H (8.776464, 0.637474, 2.087626)
C (2.850149, 5.308774, 1.940353)
C (2.308280, 4.017016, 2.576117)
C (3.413231, 2.885729, 2.542012)
C (4.511361, 3.115068, 3.483637)
N (5.362551, 3.337146, 4.211887)
H (3.770667, 5.562674, 2.465963)
H (2.219552, 6.187671, 2.074471)
H (3.121228, 5.199528, 0.890267)
H (1.473810, 3.538499, 2.063495)
H (1.944142, 4.186690, 3.589387)
H (3.795238, 2.704808, 1.537299)
H (2.913446, 1.964182, 2.840429)
C (1.836432, 4.859354, -2.253166)
C (0.719871, 3.790252, -2.232922)
C (0.023440, 3.566142, -0.854394)
C (-0.531889, 4.788735, -0.375754)
N (-0.963459, 5.795782, -0.045100)
H (2.758467, 4.480980, -1.811831)
H (1.493530, 5.782543, -1.786003)
H (2.050586, 5.140390, -3.284308)
H (1.076491, 2.884092, -2.722630)
H (-0.091795, 4.078869, -2.900754)
H (0.817289, 3.197721, -0.204658)
H (-0.618890, 2.686192, -0.819717)
C (5.387969, -1.503790, 6.440280)
C (4.081157, -1.432755, 5.699788)
C (3.733414, -0.011178, 5.062808)
C (3.599113, 1.098985, 6.027051)
N (3.461908, 1.972203, 6.812288)
H (5.329977, -0.806717, 7.276237)
H (6.271127, -1.209480, 5.873264)
H (5.737028, -2.496709, 6.723781)
H (3.279462, -1.778255, 6.352484)
H (4.051056, -2.156606, 4.885399)
H (2.771162, -0.064873, 4.553604)
H (4.411188, 0.271359, 4.257258)
C (-9.043198, -3.019912, 0.747010)
C (-8.878291, -1.529155, 0.532649)
C (-8.425601, -1.160940, -0.853818)
C (-7.086045, -1.577428, -1.242715)
N (-5.993215, -1.924534, -1.558244)
H (-9.662669, -3.431703, -0.049718)
H (-9.397100, -3.222535, 1.757846)
H (-8.087232, -3.526483, 0.614206)
H (-8.205777, -1.010379, 1.215797)
H (-9.825464, -1.034595, 0.747993)
H (-8.488642, -0.084696, -1.014584)
H (-9.148309, -1.583976, -1.551563)
C (-4.290760, 6.232835, -2.218386)
C (-3.888980, 5.907850, -3.712008)
C (-4.462830, 4.519567, -4.079815)
C (-3.766885, 3.443800, -3.327537)
N (-3.289521, 2.573723, -2.727285)
H (-3.998131, 5.421837, -1.551487)
H (-5.352064, 6.480642, -2.200065)
H (-3.744400, 7.108050, -1.866848)
H (-2.820975, 5.971873, -3.920275)
H (-4.329860, 6.694377, -4.324456)
H (-4.242117, 4.268411, -5.117265)
H (-5.525602, 4.429485, -3.855090)
C (-3.078845, -3.155723, -7.611019)
C (-1.616612, -2.680162, -7.514237)
C (-1.263906, -1.506404, -8.476577)
C (-1.483747, -1.698658, -9.906510)
N (-1.617837, -1.844465, -11.022721)
H (-3.440152, -3.461919, -8.592751)
H (-3.777343, -2.406791, -7.237787)
H (-3.105748, -4.081892, -7.036920)
H (-1.017347, -3.540207, -7.813073)
H (-1.352015, -2.375871, -6.501572)
H (-0.214554, -1.253883, -8.324346)
H (-1.887346, -0.646294, -8.232351)
C (-5.489125, -5.396643, -0.449181)
C (-4.082760, -5.571680, 0.227777)
C (-3.348923, -4.208907, 0.340202)
C (-3.117032, -3.554249, -0.945843)
N (-2.864360, -2.974965, -1.936778)
H (-6.042538, -4.701892, 0.182603)
H (-6.012080, -6.347193, -0.554384)
H (-5.468474, -4.903691, -1.421126)
H (-3.430855, -6.240416, -0.334290)
H (-4.121845, -6.009375, 1.225273)
H (-2.406066, -4.318284, 0.876074)
H (-3.882879, -3.485064, 0.955875)
C (1.254920, -0.470944, -6.044619)
C (0.993251, 0.951224, -5.476231)
C (-0.353351, 1.565047, -5.908239)
C (-1.579081, 0.850742, -5.419416)
N (-2.505902, 0.335865, -5.011293)
H (0.372191, -1.077535, -5.842306)
H (2.125187, -0.963086, -5.610432)
H (1.516794, -0.466836, -7.102687)
H (1.797837, 1.592311, -5.836449)
H (1.061861, 0.850237, -4.393090)
H (-0.408356, 1.666632, -6.992103)
H (-0.417832, 2.584879, -5.528923)
C (6.122592, -3.115109, -0.021776)
C (5.005572, -2.294888, 0.698480)
C (5.085038, -2.415839, 2.239553)
C (6.454647, -2.144008, 2.715714)
N (7.523998, -1.949343, 3.089557)
H (5.999356, -3.146401, -1.104329)
H (6.114541, -4.132907, 0.368247)
H (7.141618, -2.785185, 0.180249)
H (4.028451, -2.696340, 0.429839)
H (5.038393, -1.247809, 0.397407)
H (4.825575, -3.440991, 2.503827)
H (4.470516, -1.709569, 2.797818)
C (4.428754, 0.094239, -3.432896)
C (4.675390, 0.433977, -1.980432)
C (4.551856, 1.894288, -1.668800)
C (5.463013, 2.772475, -2.403842)
N (6.207763, 3.456012, -2.980810)
H (4.430790, -0.978885, -3.623953)
H (5.106300, 0.617723, -4.107426)
H (3.502541, 0.486380, -3.852947)
H (5.613932, -0.046258, -1.703630)
H (3.959660, -0.193319, -1.449073)
H (4.855156, 2.143803, -0.652018)
H (3.527439, 2.249516, -1.780574)
C (0.604254, -3.080966, 5.023757)
C (0.188358, -3.152485, 3.549386)
C (1.400244, -3.217356, 2.555982)
C (2.262585, -4.393069, 2.741526)
N (2.965502, -5.307345, 2.944855)
H (-0.279197, -3.373055, 5.591483)
H (0.902893, -2.083139, 5.345072)
H (1.320775, -3.863890, 5.272191)
H (-0.501821, -2.350809, 3.286604)
H (-0.314802, -4.096046, 3.338139)
H (2.066021, -2.370544, 2.722582)
H (1.102883, -3.033071, 1.523648)
C (2.776967, -3.673142, -3.585345)
C (2.060183, -2.820096, -2.561287)
C (0.521822, -3.191798, -2.461893)
C (0.255781, -4.603585, -2.333487)
N (0.074804, -5.750278, -2.289184)
H (2.803489, -4.738116, -3.354590)
H (3.815682, -3.418826, -3.796274)
H (2.157852, -3.666553, -4.482424)
H (2.026255, -1.761200, -2.817590)
H (2.550795, -2.854956, -1.588566)
H (-0.057880, -2.873353, -3.328290)
H (0.085226, -2.681892, -1.603128)
C (-5.872332, -3.055128, 3.249119)
C (-5.547748, -1.761482, 2.464961)
C (-4.214013, -1.137704, 2.897289)
C (-4.251233, -0.467913, 4.188029)
N (-4.233726, 0.120848, 5.200700)
H (-5.134544, -3.815312, 2.992417)
H (-6.886844, -3.433448, 3.123617)
H (-5.737789, -2.955937, 4.326230)
H (-6.345270, -1.035034, 2.620922)
H (-5.625659, -2.051208, 1.417063)
H (-3.893294, -0.367060, 2.196333)
H (-3.455587, -1.920535, 2.905608)

Cartesian forces, eV/Å:
2.079 0.256 1.493
3.273 0.313 -0.968
-0.665 -0.195 1.267
0.036 -0.132 -0.222
-1.252 -0.275 0.105
2.627 0.768 3.341
-3.572 -0.867 -2.737
-2.479 -0.008 0.702
2.165 0.296 -1.627
-1.157 0.132 1.013
-0.459 0.025 -1.983
0.210 0.087 0.191
-0.034 -0.116 -0.116
0.214 0.292 -0.498
0.316 -0.121 0.072
-0.071 0.327 -0.011
-0.720 -0.050 3.576
0.626 -0.208 -3.413
-0.004 0.026 -0.067
-0.174 0.131 0.140
0.108 -0.285 0.290
-0.218 0.273 -0.193
-0.127 -0.220 0.025
0.016 -0.049 0.062
0.022 -0.067 0.037
0.297 0.058 1.001
0.084 -0.233 -1.785
0.538 0.690 0.821
0.530 -0.398 -2.073
-0.120 0.370 1.089
-0.736 0.074 -0.016
-0.123 -0.252 0.218
0.166 0.003 -0.015
-0.139 -0.016 0.159
0.234 0.046 -0.121
-0.045 -0.353 0.314
-0.509 -0.054 0.166
-0.253 -1.352 -0.043
0.722 0.828 0.060
1.020 1.171 0.400
1.490 -0.003 -1.175
-2.185 -0.499 1.187
-0.016 -0.338 0.121
-0.034 -0.074 -0.231
-0.069 -0.242 -0.252
-0.161 0.384 -0.147
0.026 -0.009 0.190
-0.329 0.145 -0.314
-0.266 -0.030 0.240
0.059 -0.132 0.585
1.003 -0.572 -0.582
-0.990 0.386 0.835
-0.656 0.137 -0.883
0.707 0.084 0.511
0.181 -0.009 0.018
-0.313 -0.204 -0.177
-0.204 -0.103 -0.084
-0.209 0.402 -0.345
0.316 -0.004 0.105
0.012 0.178 0.016
0.099 -0.228 -0.064
-0.769 -0.329 -0.228
-0.667 0.461 -0.478
2.203 -1.618 -0.738
-0.382 0.057 0.266
-0.293 0.492 0.147
-0.051 0.207 0.195
0.198 -0.073 0.336
0.122 -0.182 -0.080
0.104 -0.433 0.666
-0.055 0.428 -0.229
0.177 0.436 0.556
-0.663 0.386 -0.422
1.026 0.536 0.010
-0.392 0.529 -0.871
-0.304 -0.825 0.594
-0.132 2.288 2.378
0.366 -2.856 -2.556
0.213 -0.324 0.343
-0.253 0.559 -0.542
-0.806 -0.184 0.499
-0.171 0.392 0.128
0.110 0.043 -0.230
-0.204 -0.202 -0.003
0.446 0.013 0.266
0.846 0.131 -0.138
0.008 0.533 0.885
-0.716 0.338 -0.854
3.958 -1.542 -0.973
-4.376 1.266 1.141
-0.459 -0.060 0.348
-0.238 -0.202 -0.267
0.194 -0.060 0.198
0.254 -0.526 0.393
-0.181 0.043 -0.412
0.203 0.131 0.069
0.182 -0.178 -0.367
1.051 0.242 -1.234
-0.877 0.248 1.281
1.299 -0.146 0.079
-0.027 -0.604 0.749
-0.622 0.810 -0.808
-0.332 -0.072 0.043
-0.016 -0.326 0.256
-0.032 0.035 -0.052
0.056 -0.285 0.339
-0.200 -0.268 -0.251
-0.418 0.147 -0.224
0.004 0.092 -0.158
0.396 -0.140 0.410
-0.543 -0.046 -1.758
-0.232 -0.064 0.637
0.385 -0.365 1.838
-0.322 -0.193 -1.834
0.471 0.316 -0.309
-0.057 -0.110 0.227
-0.475 0.162 0.376
0.336 0.079 0.241
-0.090 -0.089 -0.040
-0.067 0.205 -0.091
0.123 0.227 0.313
0.899 0.044 0.852
-0.199 0.638 -0.919
-0.185 -0.300 0.257
1.120 1.584 -2.427
-1.069 -1.494 2.416
-0.375 -0.204 0.160
-0.024 0.114 0.140
0.449 -0.177 -0.119
-0.120 -0.023 -0.218
-0.400 0.130 0.025
0.284 -0.100 -0.325
-0.387 0.019 -0.078
-0.096 0.499 0.045
0.373 -1.226 -0.309
-0.262 -0.202 0.361
2.295 1.058 -0.734
-1.313 -0.713 0.388
0.104 -0.276 -0.186
-0.107 0.180 0.514
-0.484 0.153 -0.203
-0.137 0.281 0.182
-0.219 0.368 0.083
-0.109 -0.255 -0.084
-0.113 0.027 0.180
-0.449 0.005 0.660
0.650 -0.187 -0.048
0.968 0.115 -0.349
-0.071 -0.268 0.065
-0.095 0.078 -0.073
-0.184 0.034 0.047
-0.195 -0.216 -0.186
-0.112 0.472 0.090
-0.058 0.085 -0.218
-0.077 0.008 0.049
-0.010 0.039 0.286
-0.439 -0.065 -0.377
-0.015 0.678 -1.206
-0.333 -1.790 -0.584
0.439 0.795 0.823
1.137 0.903 -1.646
-1.218 -1.039 0.950
0.218 0.053 0.014
0.706 -0.366 0.066
-0.697 -0.082 0.551
0.417 0.612 0.112
-0.263 0.665 0.582
-0.386 -0.475 0.455
-0.071 -0.034 -0.115
-0.921 -0.563 -0.332
1.062 -0.716 -0.548
0.114 1.119 0.600
0.952 -1.901 0.251
-1.540 2.039 -0.487
-0.096 0.283 0.281
0.256 -0.162 -0.123
0.399 0.299 -0.081
0.296 0.149 -0.157
-0.410 -0.082 0.365
0.046 0.295 0.306
-0.170 -0.631 -0.143
-0.353 -0.500 -0.437
-1.052 -0.118 0.109
0.883 0.510 0.428
-0.035 -2.228 0.127
0.114 1.494 0.047
-0.101 -0.013 0.577
-0.161 0.425 -0.061
0.355 0.272 -0.494
0.280 0.018 -0.249
-0.227 -0.209 0.168
0.254 0.335 -0.129
-0.030 0.120 -0.048
0.533 0.300 0.492
-0.970 -0.645 0.846
-0.195 -0.218 -0.734
0.002 1.174 2.638
-0.166 -1.305 -2.353
-0.167 -0.270 -0.300
0.088 0.036 -0.382
-0.059 0.415 0.115
-0.094 0.092 0.086
0.636 0.416 -0.253
0.233 -0.220 -0.391
0.259 0.131 0.052

The calculation puts the total energy at -107162.186 eV. As for the frontier orbital gap: 0.2293 Ha.



Entry 3:
# C3H10N2O

2 unconnected molecules or ions with the total composition C3H10N2O at a distorted geometry (ωB97M-V/def2-TZVPD, the OMol25 dataset).

Cartesian coordinates (Å):
C (2.011735, 1.377777, -1.213788)
O (1.683230, 1.459476, 0.170871)
H (1.561128, 0.523795, -1.697334)
H (1.836296, 2.429456, -1.722935)
H (3.128312, 1.111166, -1.253790)
C (-0.881745, -0.488788, 2.127812)
N (-0.811847, -0.173818, 0.734665)
C (-1.215366, -1.081646, -0.058560)
N (-1.484143, -0.888905, -1.385977)
H (-1.849934, -0.110104, 2.509776)
H (-0.092874, 0.078719, 2.630834)
H (-0.761685, -1.550583, 2.348306)
H (0.741245, 1.122968, 0.257363)
H (-1.259162, -2.132193, 0.296686)
H (-1.205207, 0.007710, -1.793571)
H (-1.399979, -1.685032, -1.950353)

Cartesian forces, eV/Å:
2.035 1.574 0.318
-1.589 -0.659 -0.454
-0.687 0.051 -0.398
0.237 -2.284 0.592
-1.392 0.777 -0.097
0.159 0.830 0.690
-0.739 0.021 -1.196
0.950 -0.178 0.342
0.183 1.317 0.717
0.450 -0.349 0.064
-0.115 -0.233 0.176
-0.109 -0.164 0.073
1.274 0.449 0.127
-0.542 0.369 -0.306
-0.204 -0.613 0.298
0.090 -0.910 -0.946

As for the energy above the lowest of the compared OMol25 structures with the same formula, charge and spin: 37.82 kcal per mole. The calculation puts the total energy at -8299.864 eV. As for the frontier orbital gap: 0.3745 Ha.



What E_HOMO values result from the calculations? In sequence: -0.291 -0.287 -0.342 Ha.